# C22H64Cl3O28P7

A cluster of 8 separate species, C22H64Cl3O28P7 in total at a distorted geometry (ωB97M-V/def2-TZVPD, the OMol25 dataset).

Geometry as XYZ:
```
124
Properties=species:S:1:pos:R:3
C 18.989 13.034 13.139
O 20.130 13.907 13.029
P 20.085 15.451 13.341
O 19.121 16.210 12.501
O 19.748 15.374 14.862
C 19.838 16.615 15.618
O 21.610 15.746 13.209
C 22.058 17.000 12.586
H 18.815 12.718 14.150
H 19.207 12.107 12.639
H 18.082 13.440 12.778
H 19.474 16.309 16.604
H 19.301 17.478 15.183
H 20.892 16.911 15.661
H 21.869 17.790 13.443
H 21.457 17.124 11.731
H 23.138 16.897 12.354
C 12.872 15.714 8.010
O 12.914 16.280 9.415
P 12.972 15.198 10.609
O 13.197 15.877 11.908
O 11.620 14.390 10.324
C 11.332 13.326 11.273
O 14.046 14.030 10.350
C 15.443 14.315 10.060
H 13.858 15.428 7.772
H 12.510 16.394 7.233
H 12.011 15.005 7.937
H 11.824 13.459 12.281
H 11.731 12.456 10.836
H 10.246 13.431 11.380
H 15.551 14.643 9.061
H 16.091 13.467 10.274
H 15.916 15.150 10.641
C 12.227 10.114 18.627
O 13.589 10.330 18.876
P 14.220 11.792 18.804
O 13.691 12.650 17.730
O 14.150 12.359 20.249
C 13.795 13.711 20.522
O 15.767 11.443 18.623
C 16.517 10.494 19.408
H 12.014 9.088 18.583
H 11.766 10.538 17.761
H 11.537 10.532 19.409
H 14.476 14.177 21.268
H 12.830 13.736 21.030
H 13.625 14.210 19.613
H 16.243 9.464 19.250
H 16.443 10.776 20.426
H 17.550 10.684 19.083
C 14.078 10.320 15.261
O 12.812 9.647 14.864
P 12.542 8.155 15.197
O 12.720 7.755 16.577
O 11.078 7.883 14.602
C 10.747 8.508 13.382
O 13.475 7.382 14.129
C 13.597 5.955 14.077
H 14.745 9.455 15.654
H 13.908 11.003 16.092
H 14.554 10.711 14.379
H 11.392 9.249 13.000
H 9.735 8.923 13.443
H 10.846 7.750 12.605
H 14.289 5.650 13.298
H 12.653 5.436 13.895
H 14.015 5.631 15.018
C 9.012 15.366 13.819
O 10.008 15.475 14.833
P 9.772 16.405 16.142
O 8.523 17.101 16.263
O 11.005 17.342 15.910
C 11.790 18.116 16.784
O 10.173 15.446 17.388
C 11.324 14.655 17.299
H 8.253 16.144 14.012
H 8.611 14.357 13.747
H 9.540 15.411 12.877
H 11.317 19.033 17.107
H 12.684 18.246 16.229
H 12.067 17.561 17.713
H 11.162 13.660 17.700
H 12.226 15.222 17.814
H 11.644 14.564 16.253
C 14.359 20.622 9.644
O 15.470 19.921 10.262
P 16.320 18.896 9.433
O 15.973 18.765 7.977
O 16.211 17.470 10.206
C 16.302 17.483 11.683
O 17.792 19.379 9.760
C 18.872 18.940 8.900
H 14.474 20.831 8.588
H 14.342 21.638 10.126
H 13.420 20.101 9.810
H 15.983 18.433 12.022
H 17.278 17.309 12.044
H 15.493 16.816 11.994
H 18.686 18.000 8.440
H 19.759 18.922 9.533
H 19.017 19.674 8.093
C 10.716 11.750 14.838
O 10.169 10.831 15.847
P 8.739 11.211 16.415
O 7.678 11.310 15.402
O 8.511 10.039 17.493
C 8.628 8.663 17.172
O 8.925 12.547 17.183
C 7.676 13.280 17.435
H 10.517 12.811 15.005
H 10.392 11.458 13.834
H 11.762 11.598 14.972
H 8.099 8.139 18.023
H 9.651 8.355 17.208
H 8.099 8.477 16.286
H 7.351 13.875 16.571
H 7.971 14.060 18.121
H 6.960 12.596 17.887
Cl 16.420 14.854 14.886
C 14.804 15.029 14.218
Cl 13.870 16.305 14.988
Cl 14.004 13.471 14.373
H 14.819 15.354 13.214
```

Results
- Relative energy (zero: lowest compared OMol25 entry of this formula, charge and spin): 48.6 kcal/mol
- Gap between HOMO and LUMO: 10.651 eV
- Total energy: -183785.2111 eV